Record 1
Entry from the Open Molecules 2025 dataset: an isolated molecule of C4H6O2 (ωB97M-V/def2-TZVPD).

- SMILES: C1=COCOC1
- Orbital gap: 9.530 eV

Geometry as XYZ:
```
12
Properties=species:S:1:pos:R:3:forces:R:3
C 0.13545 -0.92409 -0.85742 -0.60 1.73 1.36
C 0.04677 0.34903 -1.35677 -0.53 -4.78 -0.88
O 0.13299 1.40005 -0.61749 -1.05 3.20 -0.22
C -0.09399 1.12717 0.72828 2.06 4.12 1.05
O 0.80504 0.09486 0.99736 -1.25 1.04 3.56
C 0.19680 -1.10991 0.71353 -2.33 -0.05 -2.64
H 0.00629 -1.70285 -1.51479 -0.35 -1.76 -1.37
H -0.26360 0.50145 -2.38918 0.66 0.18 0.01
H 0.46987 2.07808 1.17504 -1.87 -1.90 -0.16
H -1.29277 1.17590 0.94034 2.94 -1.12 -0.12
H -0.98000 -1.07462 1.06782 3.05 -0.81 -0.29
H 0.83715 -1.91506 1.11327 -0.72 0.16 -0.29
```
Positions in Å, forces in eV/Å.

Atomic partial charges in e from the Löwdin method, atoms 1 to 5:
1. C -0.0272
2. C -0.1940
3. O -0.0563
4. C -0.2375
5. O -0.1250

***

Record 2
Entry from the Open Molecules 2025 dataset: a structure of composition C4H6O2 (ωB97M-V/def2-TZVPD).

- Orbital gap (spin up / spin down): 8.191 / 8.192 eV

Geometry as XYZ:
```
12
Properties=species:S:1:pos:R:3:forces:R:3
O -1.24940 0.25478 1.37149 -0.12 -0.12 0.06
C -0.30537 -0.49999 0.75013 0.15 -0.06 0.03
C 0.05174 -0.62879 -1.29176 -0.11 -0.03 -0.24
C 0.19398 0.88778 -0.99570 -0.01 0.13 -0.05
C 0.89710 0.23518 0.17478 0.13 0.19 0.27
O 1.32098 -0.86308 -0.66636 0.09 -0.07 -0.02
H -1.92522 -0.32214 1.75138 0.09 0.15 0.00
H -0.07167 -1.46690 1.21320 -0.07 0.09 -0.12
H -0.76920 -1.11589 -0.58709 -0.02 -0.01 0.05
H 0.85635 1.36187 -1.72369 -0.10 -0.09 0.11
H -0.69527 1.48788 -0.79152 0.10 -0.14 -0.05
H 1.66838 0.67878 0.82618 -0.12 -0.04 -0.04
```
Positions in Å, forces in eV/Å.

Atomic partial charges in e from the Löwdin method, atoms 1 to 5:
1. O 0.0344
2. C -0.2069
3. C -0.0667
4. C -0.0997
5. C -0.3031

***

Record 3
Entry from the Open Molecules 2025 dataset: a structure of composition C4H6O2 (ωB97M-V/def2-TZVPD).

- Orbital gap: 10.839 eV

Geometry as XYZ:
```
12
Properties=species:S:1:pos:R:3:forces:R:3
O 2.45381 -0.59233 -0.19806 -0.08 0.30 0.36
C 1.77384 0.13820 0.47977 0.43 -0.12 -0.22
C 0.38496 0.51420 0.09193 0.65 0.29 -0.30
C -0.39796 -0.44621 -0.76496 0.11 0.33 -0.27
C -1.48981 -0.07246 0.26281 0.36 -0.68 -1.51
O -0.51807 0.39957 1.21088 -0.01 -0.24 -0.21
H 2.11765 0.56585 1.44025 0.14 -0.11 0.00
H 0.32752 1.51534 -0.35153 0.30 0.23 0.22
H -0.02878 -1.48413 -0.66915 -0.34 0.52 0.11
H -0.61826 -0.24276 -1.80850 0.32 0.28 -0.03
H -1.87308 -1.06293 0.34373 -1.68 -0.14 1.80
H -2.13181 0.76765 -0.03716 -0.20 -0.65 0.05
```
Positions in Å, forces in eV/Å.

Atomic partial charges in e from the Löwdin method, atoms 1 to 5:
1. O 0.0758
2. C -0.1914
3. C -0.3284
4. C -0.0911
5. C -0.1677

***

What did the third record say?
Entry from the Open Molecules 2025 dataset: a structure of composition C4H6O2 (ωB97M-V/def2-TZVPD).

- Orbital gap: 10.839 eV

Geometry as XYZ:
```
12
Properties=species:S:1:pos:R:3:forces:R:3
O 2.45381 -0.59233 -0.19806 -0.08 0.30 0.36
C 1.77384 0.13820 0.47977 0.43 -0.12 -0.22
C 0.38496 0.51420 0.09193 0.65 0.29 -0.30
C -0.39796 -0.44621 -0.76496 0.11 0.33 -0.27
C -1.48981 -0.07246 0.26281 0.36 -0.68 -1.51
O -0.51807 0.39957 1.21088 -0.01 -0.24 -0.21
H 2.11765 0.56585 1.44025 0.14 -0.11 0.00
H 0.32752 1.51534 -0.35153 0.30 0.23 0.22
H -0.02878 -1.48413 -0.66915 -0.34 0.52 0.11
H -0.61826 -0.24276 -1.80850 0.32 0.28 -0.03
H -1.87308 -1.06293 0.34373 -1.68 -0.14 1.80
H -2.13181 0.76765 -0.03716 -0.20 -0.65 0.05
```
Positions in Å, forces in eV/Å.

Atomic partial charges in e from the Löwdin method, atoms 1 to 5:
1. O 0.0758
2. C -0.1914
3. C -0.3284
4. C -0.0911
5. C -0.1677

***

Copy entry 1 word for word.
Entry from the Open Molecules 2025 dataset: an isolated molecule of C4H6O2 (ωB97M-V/def2-TZVPD).

- SMILES: C1=COCOC1
- Orbital gap: 9.530 eV

Geometry as XYZ:
```
12
Properties=species:S:1:pos:R:3:forces:R:3
C 0.13545 -0.92409 -0.85742 -0.60 1.73 1.36
C 0.04677 0.34903 -1.35677 -0.53 -4.78 -0.88
O 0.13299 1.40005 -0.61749 -1.05 3.20 -0.22
C -0.09399 1.12717 0.72828 2.06 4.12 1.05
O 0.80504 0.09486 0.99736 -1.25 1.04 3.56
C 0.19680 -1.10991 0.71353 -2.33 -0.05 -2.64
H 0.00629 -1.70285 -1.51479 -0.35 -1.76 -1.37
H -0.26360 0.50145 -2.38918 0.66 0.18 0.01
H 0.46987 2.07808 1.17504 -1.87 -1.90 -0.16
H -1.29277 1.17590 0.94034 2.94 -1.12 -0.12
H -0.98000 -1.07462 1.06782 3.05 -0.81 -0.29
H 0.83715 -1.91506 1.11327 -0.72 0.16 -0.29
```
Positions in Å, forces in eV/Å.

Atomic partial charges in e from the Löwdin method, atoms 1 to 5:
1. C -0.0272
2. C -0.1940
3. O -0.0563
4. C -0.2375
5. O -0.1250